Entry a
The following is a quantum chemistry calculation of one molecule with the formula C6H11N3, from OMol25.

XYZ file:
```
20
Properties=species:S:1:pos:R:3
C -0.57464 -0.93729 -1.82540
C -0.46645 -0.74650 -0.49331
C -0.59599 -1.93927 0.41799
C 0.50553 0.69290 -0.04534
C 1.15748 0.45683 1.30718
N 1.40267 1.20943 -0.98156
N -0.66309 1.53603 0.00299
C -1.73831 0.84004 0.48962
N -2.64958 0.71611 1.22174
H -0.73352 -1.91903 -2.26129
H -0.43285 -0.12541 -2.53118
H 0.30449 -2.10949 1.01474
H -1.44219 -1.80774 1.09636
H -0.76978 -2.86508 -0.14020
H 1.95767 -0.28544 1.23772
H 1.59153 1.39390 1.68194
H 0.42681 0.12113 2.04536
H 0.95297 1.66128 -1.76599
H 2.27225 1.57711 -0.62271
H -0.50500 2.53050 0.15135
```

Summary:
SMILES	C=C(C)[C@@](C)(N)NC#N
orbital gap	9.677	eV
highest occupied orbital energy	-9.16	eV

Results of the Löwdin charge analysis, in e, for atoms 1 through 5: 0.046, -0.270, -0.087, -0.533, -0.033


Entry b
The following is a quantum chemistry calculation of one molecule with the formula C6H11N3, from OMol25.

XYZ file:
```
20
Properties=species:S:1:pos:R:3
C 2.96528 -1.01816 0.39447
N 2.26169 -0.30945 -0.65215
C 1.02212 -0.08657 -0.52036
C 0.13413 -0.67541 0.55818
C -1.26703 -0.40145 -0.02997
C -2.21076 0.57975 0.68840
C -1.82335 1.55768 -0.50452
N -1.15617 0.48349 -1.18860
N 0.24182 0.63768 -1.42315
H 2.31053 -1.73119 0.92514
H 3.81293 -1.49279 0.00772
H 3.28780 -0.25949 1.16120
H 0.28022 -1.73484 0.78964
H 0.34800 -0.22414 1.50499
H -1.69068 -1.34269 -0.38906
H -3.24089 0.26209 0.72954
H -1.89113 0.92395 1.69297
H -1.16949 2.36062 -0.27644
H -2.74006 1.93058 -1.02780
H 0.52505 0.54036 -2.44018
```

Summary:
SMILES	C/N=C1\C[C@H]2CCN2N1
orbital gap	9.281	eV
highest occupied orbital energy	-8.29	eV

Results of the Löwdin charge analysis, in e, for atoms 1 through 5: -0.139, 0.011, -0.371, -0.059, -0.287


Entry c
The following is a quantum chemistry calculation of a 2-piece molecular cluster, C6H11N3 overall, from OMol25.

XYZ file:
```
20
Properties=species:S:1:pos:R:3
H -2.62192 -0.15223 -0.71444
N -1.69818 -0.57430 -0.77043
C -0.75856 0.25768 -1.06658
C 0.59245 -0.27882 -1.34830
C 1.68888 0.48450 -1.23861
N 0.60441 -1.58632 -1.78749
H -0.93484 1.26959 -1.43976
H 1.62984 1.51105 -0.93854
H 2.67577 0.06241 -1.33436
H 1.46841 -2.09638 -1.68935
H -0.23637 -2.10231 -1.57550
C -0.37012 2.37600 0.88473
C -0.30165 1.22144 1.21643
C -0.15569 0.02402 2.17827
N -0.33101 -1.27292 1.60196
H -0.45846 3.34989 0.48909
H -0.91763 0.17864 2.94843
H 0.84175 0.10247 2.61995
H -1.16545 -1.28863 0.97746
H 0.44839 -1.48577 0.98703
```

Summary:
SMILES	[H]/N=C/C(=C)N.C#CCN
orbital gap	9.053	eV
highest occupied orbital energy	-8.36	eV

Results of the Löwdin charge analysis, in e, for atoms 1 through 5: 0.068, 0.075, -0.232, -0.443, 0.046


Entry d
The following is a quantum chemistry calculation of one molecule with the formula C6H11N3, from OMol25.

XYZ file:
```
20
Properties=species:S:1:pos:R:3
H 2.04264 -0.35629 -1.63736
N 1.24587 -0.88314 -2.15984
C 0.22552 -0.52392 -1.53297
N 0.25848 0.17028 -0.30608
N 1.40074 0.24035 0.46208
C 1.71038 -0.83345 1.04684
C 0.87687 -2.09172 1.20269
C -0.42501 1.45773 -0.30838
C -1.52480 1.72982 0.73401
C -1.91554 1.39744 -0.67754
H -0.79258 -0.70821 -1.89470
H 2.71137 -0.83902 1.44688
H -0.19371 -1.86646 1.28121
H 1.01044 -2.84262 0.43102
H 1.14979 -2.52731 2.20320
H 0.20689 2.28038 -0.68928
H -1.68308 0.91231 1.44366
H -1.65484 2.75207 1.10848
H -2.28034 0.38109 -0.83999
H -2.36910 2.15068 -1.31394
```

Summary:
SMILES	[H]/N=C\N(/N=C\C)C1CC1
orbital gap	9.509	eV
highest occupied orbital energy	-8.48	eV

Results of the Löwdin charge analysis, in e, for atoms 1 through 5: 0.085, 0.096, -0.293, -0.168, 0.042


Pick the least stable structure from those above. Pick: entry c